No. 1
Molecular formula: C21H56O7
Method: DFT, wB97M-V/def2-TZVPD

Computed properties:
energy relative to the best compared isomer or geometry (same formula, charge and spin)	115.20	kJ/mol
E_tot	-1360.35528	Eh
highest occupied orbital energy	-0.3594	Ha
SMILES	CC(C)O.CC(C)O.CC(C)O.CC(C)O.CC(C)O.CC(C)O.CC(C)O
frontier orbital gap	10.25	eV
F_max	0.0323	Eh/bohr

Each line ends with the Löwdin charge.
Positions of all 84 atoms, in Å:
C -0.056 1.308 5.378  -0.033
C 1.346 0.999 4.869  -0.453
C 1.402 0.096 3.638  -0.055
O 1.938 2.279 4.550  -0.071
H -0.487 0.380 5.758  0.058
H -0.637 1.640 4.515  0.087
H -0.087 2.056 6.163  0.084
H 1.989 0.467 5.582  0.137
H 2.421 -0.138 3.332  0.085
H 0.874 0.554 2.793  0.062
H 0.863 -0.849 3.759  0.057
H 2.888 2.187 4.685  0.103
C 0.003 4.285 1.285  -0.064
C 1.315 4.868 1.799  -0.500
C 1.467 6.344 1.561  -0.068
O 1.356 4.686 3.216  -0.066
H 0.080 3.201 1.395  0.054
H -0.139 4.516 0.220  0.074
H -0.914 4.660 1.738  0.083
H 2.165 4.370 1.311  0.136
H 0.686 6.900 2.082  0.085
H 1.408 6.575 0.493  0.079
H 2.444 6.690 1.899  0.079
H 1.389 3.740 3.442  0.045
C -2.643 -2.241 -3.625  -0.059
C -1.598 -2.552 -4.693  -0.487
C -1.524 -1.424 -5.713  -0.065
O -0.338 -2.650 -4.047  -0.065
H -2.436 -1.215 -3.306  0.052
H -2.501 -2.846 -2.731  0.082
H -3.651 -2.309 -4.036  0.080
H -1.888 -3.472 -5.199  0.135
H -0.766 -1.650 -6.467  0.077
H -1.204 -0.478 -5.266  0.074
H -2.470 -1.228 -6.223  0.077
H -0.184 -1.864 -3.502  0.059
C -1.092 -2.410 5.346  -0.067
C -1.653 -3.548 4.512  -0.509
C -1.339 -3.355 3.025  -0.066
O -1.152 -4.771 5.014  -0.039
H -0.003 -2.376 5.318  0.079
H -1.342 -2.634 6.387  0.085
H -1.570 -1.479 5.058  0.073
H -2.748 -3.529 4.600  0.133
H -1.582 -4.225 2.413  0.078
H -0.280 -3.117 2.902  0.072
H -1.919 -2.511 2.642  0.079
H -1.441 -5.497 4.456  0.087
C -3.272 3.195 -1.515  -0.040
C -3.000 1.996 -2.428  -0.485
C -3.910 1.902 -3.631  -0.050
O -1.628 1.993 -2.838  -0.074
H -4.297 3.215 -1.147  0.082
H -3.065 4.089 -2.108  0.086
H -2.646 3.120 -0.627  0.072
H -3.145 1.089 -1.833  0.136
H -4.956 2.051 -3.358  0.084
H -3.845 0.957 -4.172  0.070
H -3.638 2.660 -4.376  0.086
H -1.461 2.825 -3.296  0.106
C 3.337 -2.225 -2.213  -0.070
C 3.997 -3.515 -2.681  -0.457
C 4.103 -3.596 -4.195  -0.057
O 5.321 -3.593 -2.082  -0.076
H 3.250 -2.220 -1.129  0.073
H 2.346 -2.206 -2.682  0.070
H 3.843 -1.318 -2.555  0.087
H 3.471 -4.363 -2.246  0.137
H 5.012 -3.174 -4.627  0.078
H 3.293 -3.006 -4.642  0.074
H 3.988 -4.587 -4.634  0.074
H 5.738 -2.737 -2.214  0.074
C 0.406 -1.339 0.137  -0.034
C -0.050 -0.018 -0.455  -0.473
C 1.011 1.052 -0.415  -0.047
O -0.457 -0.299 -1.800  -0.085
H -0.369 -2.010 0.493  0.068
H 1.172 -1.125 0.888  0.070
H 0.966 -1.883 -0.630  0.062
H -0.973 0.280 0.063  0.135
H 1.253 1.230 0.637  0.058
H 0.760 1.992 -0.899  0.074
H 1.930 0.672 -0.872  0.086
H -0.872 0.462 -2.244  0.040



No. 2
Molecular formula: C35H30F5Ge2N4O2RhS3
Method: DFT, wB97M-V/def2-TZVPD

Computed properties:
energy relative to the best compared isomer or geometry (same formula, charge and spin)	0.00	kJ/mol
E_tot	-7679.18626	Eh
highest occupied orbital energy (alpha / beta)	-0.3880 / -0.3953	Ha
frontier orbital gap (alpha / beta)	4.60 / 5.35	eV
total charge	+1
2S+1	2
F_max	0.0672	Eh/bohr

Each line ends with the Löwdin spin population.
Positions of all 82 atoms, in Å:
Rh 0.182 -0.463 0.465  1.115
C -3.459 -3.106 2.120  -0.003
Ge -3.045 -1.386 2.937  -0.026
C -4.765 -0.457 3.166  -0.012
C -2.079 -1.406 4.634  -0.004
Ge -2.087 0.230 1.089  -0.001
C -3.648 0.096 -0.067  0.008
C -4.611 1.109 -0.083  -0.001
C -5.757 0.962 -0.853  0.001
C -5.942 -0.187 -1.615  -0.005
C -4.978 -1.188 -1.619  0.001
C -3.833 -1.048 -0.849  -0.003
C -2.086 2.031 1.865  0.009
C -2.406 2.275 3.196  0.001
C -2.488 3.580 3.665  0.000
C -2.214 4.645 2.817  0.002
C -1.847 4.414 1.497  0.000
C -1.778 3.110 1.024  0.001
H -3.440 -3.881 2.889  0.000
H -2.737 -3.366 1.349  0.000
H -4.458 -3.043 1.687  0.000
H -5.332 -1.051 3.890  -0.002
H -5.304 -0.449 2.219  0.000
H -4.676 0.563 3.535  0.000
H -2.204 -2.394 5.083  -0.001
H -2.507 -0.657 5.300  0.000
H -1.016 -1.213 4.511  0.000
H -4.470 2.004 0.511  0.000
H -6.507 1.743 -0.860  0.000
H -6.840 -0.298 -2.208  0.000
H -5.124 -2.075 -2.224  0.000
H -3.085 -1.835 -0.845  0.000
H -2.589 1.448 3.873  0.000
H -2.764 3.764 4.695  0.000
H -2.282 5.660 3.188  0.000
H -1.618 5.245 0.842  0.000
H -1.498 2.931 -0.011  0.000
S 6.032 -1.140 -1.309  -0.045
C 4.479 -1.569 -1.544  0.002
S 3.370 -1.959 -0.264  0.023
C 2.058 -2.007 -1.424  0.028
N 2.457 -1.820 -2.660  -0.059
N 3.767 -1.615 -2.742  -0.039
C 4.312 -1.412 -4.060  -0.001
C 3.555 -0.691 -4.975  -0.003
C 4.043 -0.497 -6.255  0.000
C 5.277 -1.020 -6.617  -0.004
C 6.007 -1.765 -5.703  0.000
C 5.527 -1.971 -4.419  -0.003
S 0.436 -2.279 -1.004  -0.019
H 2.595 -0.291 -4.676  0.000
H 3.453 0.055 -6.976  0.000
H 5.668 -0.852 -7.612  0.000
H 6.952 -2.206 -5.991  0.000
H 6.086 -2.575 -3.721  0.000
F 3.722 -4.116 4.753  -0.001
C 2.699 -3.603 4.076  -0.004
C 1.560 -4.358 3.844  0.001
F 1.501 -5.604 4.299  0.001
C 0.494 -3.825 3.144  -0.003
F -0.600 -4.566 2.950  -0.001
C 0.521 -2.523 2.634  0.002
O -0.489 -1.976 1.979  -0.010
C 1.691 -1.820 2.882  -0.002
F 1.741 -0.564 2.347  0.031
C 2.767 -2.315 3.584  0.001
F 3.853 -1.570 3.780  0.001
N 2.366 4.830 -3.811  0.000
C 2.483 4.677 -2.474  0.000
O 2.851 5.559 -1.732  0.000
C 2.111 3.326 -1.895  0.000
C 2.349 3.144 -0.542  0.001
C 1.959 1.971 0.065  0.003
N 1.350 0.986 -0.611  0.012
C 1.141 1.143 -1.926  0.005
C 1.510 2.290 -2.600  0.001
H 2.577 5.736 -4.196  0.000
H 2.099 4.099 -4.442  0.000
H 2.842 3.928 0.016  0.000
H 2.140 1.794 1.117  0.001
H 0.668 0.319 -2.445  0.001
H 1.311 2.346 -3.661  0.000



No. 3
Molecular formula: C10H8ClN3O
Method: DFT, wB97M-V/def2-TZVPD

Computed properties:
energy relative to the best compared isomer or geometry (same formula, charge and spin)	10.55	kJ/mol
E_tot	-1085.59368	Eh
highest occupied orbital energy	-0.2671	Ha
SMILES	O=c1[nH]c2c([nH]1)Nc1ccc(Cl)cc1C2
frontier orbital gap	7.82	eV
F_max	0.0550	Eh/bohr

Each line ends with the Löwdin charge.
Positions of all 23 atoms, in Å:
O -3.801 -1.650 -2.604  0.056
C -2.836 -1.167 -2.072  -0.599
N -2.906 -0.242 -1.125  0.170
C -1.657 -0.134 -0.518  -0.170
C -0.796 -0.905 -1.218  -0.211
N -1.533 -1.552 -2.211  0.188
N 0.541 -1.057 -0.840  0.115
C 1.140 -0.195 0.066  -0.197
C 2.525 -0.156 0.187  -0.021
C 3.149 0.680 1.119  -0.120
C 2.349 1.463 1.944  -0.664
Cl 3.155 2.532 3.050  0.643
C 0.916 1.469 1.780  -0.033
C 0.308 0.652 0.827  -0.153
C -1.198 0.632 0.712  -0.060
H -3.759 -0.031 -0.643  0.167
H -1.273 -2.489 -2.539  0.175
H 1.105 -1.578 -1.457  0.128
H 3.167 -0.811 -0.371  0.107
H 4.245 0.667 1.235  0.113
H 0.296 2.089 2.441  0.119
H -1.612 0.116 1.594  0.128
H -1.526 1.665 0.646  0.117



No. 4
Molecular formula: C4H16NO4
Method: DFT, wB97M-V/def2-TZVPD

Computed properties:
energy relative to the best compared isomer or geometry (same formula, charge and spin)	222.94	kJ/mol
E_tot	-517.42932	Eh
highest occupied orbital energy	-0.5187	Ha
frontier orbital gap	11.35	eV
total charge	+1
F_max	0.1039	Eh/bohr

Each line ends with the Löwdin charge.
Positions of all 25 atoms, in Å:
O 0.238 1.592 1.083  0.059
C 0.631 1.554 -0.050  -0.247
C 0.743 0.292 -0.885  -0.163
N 0.440 -0.956 -0.190  0.016
C 1.581 -1.279 0.896  -0.136
C 2.734 -2.034 0.351  -0.082
H 1.092 2.499 -0.406  0.148
H 0.036 0.384 -1.830  0.155
H 1.755 0.309 -1.479  0.174
H 0.473 -1.669 -0.921  0.162
H -0.610 -0.866 0.234  0.161
H 1.044 -1.760 1.780  0.152
H 1.547 -0.152 1.145  0.121
H 3.465 -1.476 -0.310  0.110
H 2.458 -3.032 -0.153  0.125
H 3.283 -2.384 1.136  0.044
H -1.544 2.171 -2.567  0.086
H -2.096 2.165 -1.151  -0.002
O -1.492 1.726 -1.705  -0.047
H -1.942 1.766 1.260  -0.033
H -3.477 1.903 1.251  0.111
O -2.652 1.781 0.714  -0.014
H -2.784 -1.080 1.315  0.081
H -2.665 -0.392 -0.030  0.041
O -2.257 -1.062 0.512  -0.021



No. 5
Molecular formula: C3H11N2O3
Method: DFT, wB97M-V/def2-TZVPD

Computed properties:
energy relative to the best compared isomer or geometry (same formula, charge and spin)	143.33	kJ/mol
E_tot	-455.89933	Eh
highest occupied orbital energy	-0.5184	Ha
frontier orbital gap	11.30	eV
total charge	+1
F_max	0.1024	Eh/bohr

Each line ends with the Löwdin charge.
Positions of all 19 atoms, in Å:
C 1.215 0.899 0.944  -0.022
C -0.026 0.423 0.977  -0.055
N -0.466 0.257 -0.326  0.127
C 0.468 0.700 -1.153  -0.050
N 1.487 1.152 -0.433  0.092
H 2.013 1.021 1.722  0.157
H -0.603 0.135 1.892  0.153
H -1.323 -0.188 -0.638  0.160
H 0.520 0.491 -2.169  0.148
H 2.276 1.801 -0.689  0.134
H 4.396 0.839 -0.775  0.024
H 4.600 2.240 -1.487  0.161
O 3.946 1.627 -0.935  -0.060
H -4.720 -1.332 1.676  0.062
H -3.527 -0.598 2.525  0.027
O -4.208 -0.502 1.841  -0.088
H -1.427 -3.164 -0.514  0.054
H -2.662 -3.185 -1.347  0.021
O -1.960 -2.614 -1.112  -0.044



Which value of F_max does entry 4 give? 0.1039 Eh/bohr



Look up the E_tot of the third one. -1085.59368 Eh



Which formula does entry 4 have? C4H16NO4